{
  "formula": "C40H29BrN2O6S2Ti",
  "method": "ωB97M-V/def2-TZVPD",
  "species": ["Ti", "O", "C", "C", "C", "C", "C", "C", "C", "O", "O", "H", "H", "H", "H", "H", "Br", "C", "C", "N", "C", "C", "C", "C", "O", "O", "H", "H", "H", "C", "C", "C", "C", "C", "C", "C", "C", "C", "C", "C", "C", "C", "C", "H", "H", "H", "H", "H", "H", "H", "H", "H", "H", "H", "O", "S", "C", "C", "C", "C", "C", "C", "C", "C", "C", "C", "C", "C", "H", "H", "H", "H", "H", "H", "H", "H", "H", "H", "S", "C", "N"],
  "xyz": [[-0.43599, -0.11933, -0.69321], [0.63006, 4.18699, -2.37731], [0.61871, 4.59264, -1.14375], [0.94915, 5.92866, -0.76212], [0.91350, 6.28810, 0.57811], [0.61357, 5.35641, 1.68957], [0.30121, 4.10242, 1.24235], [0.33937, 3.70297, -0.09082], [-0.03317, 2.28925, -0.36417], [-0.74134, 1.62477, 0.43256], [0.42618, 1.65448, -1.38562], [0.63131, 3.20283, -2.51202], [1.20806, 6.72630, -1.45964], [1.17042, 7.31557, 0.87558], [0.62031, 5.68271, 2.71484], [-0.09936, 3.37331, 1.96422], [-3.44009, -4.75936, -3.26134], [-3.29354, -2.98121, -3.90625], [-3.36753, -2.81994, -5.31112], [-3.20097, -1.63959, -5.88124], [-2.85209, -0.55878, -5.11981], [-2.72621, -0.67626, -3.75526], [-2.93731, -1.90485, -3.09726], [-2.27598, 0.52529, -2.99733], [-2.11960, 1.62435, -3.45935], [-2.01193, 0.22068, -1.71231], [-3.76651, -3.64184, -5.90889], [-2.66819, 0.37387, -5.69569], [-2.76638, -2.02029, -2.00047], [-2.38730, -6.28176, 1.19546], [-2.28881, -5.36190, 2.24589], [-1.98563, -4.01677, 1.99197], [-1.73082, -3.62046, 0.64434], [-1.82438, -4.52953, -0.36891], [-2.12137, -5.88994, -0.10382], [-1.34370, -2.20135, 0.20271], [-1.52861, -1.02054, 0.74704], [-2.14260, -0.56488, 1.97338], [-1.42589, -0.65817, 3.18533], [-2.07363, -0.32529, 4.37101], [-3.41332, -0.14151, 4.37672], [-4.12701, -0.02685, 3.18450], [-3.50110, -0.28434, 1.95563], [-2.85954, -7.33511, 1.38101], [-2.59089, -5.62599, 3.26119], [-1.89163, -3.22935, 2.84741], [-1.52525, -4.28863, -1.39488], [-2.24016, -6.63901, -0.84846], [-0.97324, -2.28776, -0.80710], [-0.36048, -0.88733, 3.13839], [-1.53574, -0.28784, 5.32037], [-3.91318, 0.09541, 5.28929], [-5.18969, 0.18830, 3.14454], [-4.16194, -0.30679, 1.10265], [1.22939, -0.31273, 0.33293], [2.71961, -0.50200, 0.08975], [3.38504, 0.90818, -0.79833], [3.69666, 2.11818, -0.21504], [4.12874, 3.10767, -1.14061], [4.04144, 2.91843, -2.52106], [3.60926, 1.74891, -3.07262], [3.23653, 0.71567, -2.18646], [3.39547, -0.25456, 1.70734], [2.53689, 0.33392, 2.70037], [3.00618, 0.45229, 3.98501], [4.36268, 0.13579, 4.20403], [5.21766, -0.48291, 3.30849], [4.72267, -0.66832, 1.98114], [3.76465, 2.22575, 0.88004], [4.34397, 4.10346, -0.72825], [4.22071, 3.78510, -3.13072], [3.25414, 1.74865, -4.09514], [2.75533, -0.17433, -2.49919], [1.51338, 0.66266, 2.46905], [2.34882, 0.76171, 4.76970], [4.74884, 0.27119, 5.22770], [6.18687, -0.84057, 3.66249], [5.32904, -1.08423, 1.16618], [0.78967, -1.34874, -5.01507], [0.53088, -1.23758, -3.45686], [0.37573, -1.21436, -2.26280]],
  "forces_ev_per_a": [[-1.54, -0.14, -1.44], [0.38, -0.33, -2.42], [0.62, 0.05, 2.48], [-0.40, -0.07, 0.44], [0.11, -0.83, 2.12], [0.55, 1.62, -3.53], [-0.73, -0.62, 1.54], [-0.55, -0.34, -0.47], [0.56, 0.44, -0.20], [-0.05, -0.15, 0.33], [-0.27, 0.48, 0.12], [-0.27, 0.82, 0.70], [-0.16, -0.56, -0.18], [-0.13, -0.43, -0.40], [-0.11, -0.05, 0.06], [0.48, 0.14, -0.38], [-0.34, 0.15, -0.08], [0.81, 0.32, -0.40], [-0.95, 0.72, 1.06], [0.38, 0.71, 0.12], [-0.42, -1.33, -1.46], [-0.01, 0.23, 0.40], [0.03, -0.57, -0.21], [0.57, -0.18, 1.21], [-0.16, -0.07, -0.18], [0.52, 0.16, -0.13], [0.51, 0.16, -0.06], [-0.14, -0.70, 0.85], [-0.39, 0.23, -1.17], [-1.26, -1.53, 0.46], [-0.47, 1.02, 0.19], [0.50, 0.93, 0.46], [0.17, 1.66, 1.05], [0.75, -2.24, -0.81], [-0.27, 1.12, 0.95], [-1.09, -1.94, 1.14], [0.66, 0.88, -0.10], [0.22, -1.50, 0.30], [-0.22, 1.10, -0.58], [1.75, -0.96, 0.20], [-1.74, 1.39, -0.55], [0.26, -0.66, -0.68], [-0.67, 0.47, 1.73], [1.33, 2.00, -0.23], [0.30, -0.14, -0.29], [-0.32, -1.67, -1.70], [-0.29, 0.21, 0.49], [0.10, -0.16, -0.86], [0.66, 0.26, -0.63], [-0.27, 0.00, 0.11], [-0.01, -0.17, -0.30], [-0.28, -0.02, 0.56], [0.08, -0.02, 0.37], [0.53, 0.07, -0.50], [0.35, 0.08, 0.32], [0.85, -0.22, -0.13], [-1.32, -0.83, -0.65], [1.55, 0.58, -0.90], [-0.88, 0.09, 1.50], [0.35, 1.09, 1.05], [-1.67, -1.24, 0.72], [1.00, 1.48, 0.39], [0.18, 0.63, 1.38], [0.23, -0.69, -1.12], [1.51, -0.23, -0.92], [-0.08, -0.40, 1.96], [-1.10, 0.21, -1.39], [-0.71, 0.38, 0.53], [-0.20, 0.19, -0.74], [0.16, -0.48, -0.37], [0.19, 0.11, -0.32], [0.53, -0.41, -0.18], [-0.16, -0.76, -0.59], [0.54, -0.42, -0.16], [-0.02, 0.38, 0.37], [-0.24, -0.06, -0.50], [-0.23, 0.28, -0.47], [-0.24, 0.01, 0.49], [0.05, 0.07, -0.38], [-0.14, -0.21, 2.21], [0.21, 0.38, -1.59]],
  "energy_ha": -6322.55695,
  "e_homo_ev": -8.3652,
  "gap_ev": 7.961
}